# 1
57
Properties=species:S:1:pos:R:3 method="wB97M-V/def2-TZVPD" total_charge=0 gap_ha="0.1800 / 0.2303" e_tot_ha=-1664.34164 s_squared=2.04 multiplicity=3 de_lowest_kcal_mol=55.2 lumo_energy_ev="-0.7 / -0.9"
Mo 0.518 0.444 0.018
Si -0.900 1.740 -1.404
P 2.018 2.317 -0.086
N -0.225 1.044 1.541
H 0.935 -1.015 -1.518
C 3.511 1.975 0.902
H 4.200 2.832 0.858
H 4.002 1.073 0.518
H 3.224 1.804 1.950
C 2.485 3.101 -1.677
H 3.217 3.901 -1.487
H 1.593 3.528 -2.157
H 2.913 2.342 -2.343
C 1.402 3.781 0.841
H 2.135 4.594 0.741
H 1.282 3.543 1.904
H 0.437 4.120 0.456
C -0.722 1.314 -3.267
H -0.800 0.223 -3.414
H 0.235 1.698 -3.658
H -1.553 1.820 -3.789
H -2.362 1.470 -1.202
H -0.805 3.235 -1.404
C -0.846 1.418 2.686
C -0.975 1.370 5.106
C -0.436 0.872 3.927
C -1.887 2.389 2.672
C -2.411 2.868 3.870
C -1.972 2.359 5.104
H -0.626 0.983 6.060
H 0.330 0.089 3.913
H -2.229 2.752 1.696
H -3.172 3.647 3.843
H -2.395 2.725 6.052
C 2.086 -1.102 -1.982
O 2.775 -0.026 -1.563
C 2.603 -2.458 -1.440
H 3.223 -2.959 -2.192
H 1.756 -3.102 -1.160
H 3.229 -2.328 -0.538
C 1.942 -1.042 -3.542
H 2.874 -0.724 -4.076
H 1.183 -0.267 -3.778
H 1.588 -1.997 -3.967
N -0.583 -1.279 -0.154
C -1.248 -2.240 -0.090
C -1.976 -3.427 -0.228
C -1.420 -4.651 0.217
C -2.203 -5.807 0.248
C -3.532 -5.777 -0.208
C -4.051 -4.580 -0.726
C -3.285 -3.410 -0.770
H -0.374 -4.695 0.541
H -1.783 -6.740 0.630
H -4.149 -6.690 -0.167
H -5.082 -4.562 -1.097
H -3.696 -2.493 -1.212

***

# 2
17
Properties=species:S:1:pos:R:3 method="wB97M-V/def2-TZVPD" total_charge=0 gap_ha=0.3697 e_tot_ha=-802.70018 de_lowest_kcal_mol=37.7 lumo_energy_ev=0.8
C 1.219 -0.436 -2.359
N 0.622 -0.639 -1.056
N 0.023 0.512 -0.571
C -0.377 0.514 0.634
C -0.280 -0.681 1.541
O -0.870 -1.847 1.005
C -1.023 1.777 1.123
Cl -2.726 1.522 1.609
H 0.434 -0.183 -3.018
H 1.612 -1.417 -2.711
H 1.961 0.336 -2.429
H 1.363 -0.959 -0.398
H 0.811 -0.864 1.792
H -0.797 -0.490 2.517
H -0.568 -1.830 0.040
H -0.924 2.519 0.306
H -0.479 2.164 1.973

***

# 3
13
Properties=species:S:1:pos:R:3 method="wB97M-V/def2-TZVPD" total_charge=0 gap_ha=0.3337 e_tot_ha=-555.34128 de_lowest_kcal_mol=18.0 lumo_energy_ev=1.0
C 1.578 1.464 1.388
C 0.760 0.169 1.507
C 0.021 -0.408 0.607
S -0.328 0.070 -1.023
C -1.586 -1.268 -1.285
H 2.648 1.303 1.418
H 1.439 1.901 0.387
H 1.233 2.062 2.325
H 1.049 -0.394 2.375
H -0.465 -1.340 0.682
H -2.332 -1.185 -0.531
H -1.058 -2.279 -1.299
H -1.893 -0.937 -2.292

***

# 4
16
Properties=species:S:1:pos:R:3 method="wB97M-V/def2-TZVPD" smiles="CCCOC(N)=O" total_charge=0 gap_ha=0.4152 e_tot_ha=-363.06812 de_lowest_kcal_mol=10.9 lumo_energy_ev=1.0
C 2.115 0.881 -0.504
C 0.935 -0.004 -0.111
C 0.080 0.541 1.036
O -1.135 -0.232 1.091
C -1.777 -0.354 -0.095
N -2.449 -1.535 -0.155
O -1.771 0.472 -0.984
H 2.895 0.991 0.264
H 2.583 0.447 -1.392
H 1.762 1.881 -0.791
H 0.260 -0.027 -0.995
H 1.276 -1.016 0.175
H 0.516 0.392 2.034
H -0.160 1.606 0.910
H -2.807 -1.822 -1.051
H -2.322 -2.222 0.568

***

# 5
57
Properties=species:S:1:pos:R:3 method="wB97M-V/def2-TZVPD" total_charge=0 gap_ha=0.2422 e_tot_ha=-1490.02392 de_lowest_kcal_mol=33.1 lumo_energy_ev=-0.6
F 1.866 -1.691 3.355
C 1.535 -0.494 2.754
F 2.288 0.472 3.369
F 1.994 -0.585 1.461
C 0.054 -0.238 2.846
C -0.489 1.043 2.894
C -1.838 1.213 3.170
C -2.752 0.082 3.249
O -4.033 0.088 3.471
C -2.106 -1.195 3.128
C -0.767 -1.355 2.884
H 0.195 1.886 2.755
H -2.161 2.235 3.343
H -2.730 -2.059 3.287
H -0.391 -2.360 2.700
C -4.126 4.146 10.173
N -3.545 3.346 9.126
C -2.203 2.799 9.297
C -1.991 1.958 8.006
C -3.253 2.154 7.221
C -4.104 3.039 7.928
C -5.318 3.470 7.363
C -5.682 3.039 6.110
C -4.912 2.048 5.443
C -5.296 1.602 4.121
C -6.660 1.266 3.821
C -6.860 0.790 2.480
C -8.117 0.777 1.914
C -9.225 1.236 2.669
N -10.325 1.297 1.879
C -11.606 1.873 2.193
C -10.076 0.801 0.530
C -8.573 0.429 0.531
C -9.063 1.602 4.024
C -7.831 1.458 4.653
C -3.682 1.609 6.034
H -5.180 4.342 9.953
H -4.051 3.629 11.142
H -3.601 5.106 10.289
H -1.468 3.624 9.360
H -2.133 2.196 10.227
H -1.106 2.338 7.455
H -1.776 0.905 8.274
H -5.941 4.182 7.895
H -6.549 3.469 5.575
H -4.592 1.822 3.273
H -5.979 0.488 1.908
H -11.535 2.408 3.143
H -11.923 2.581 1.415
H -12.394 1.113 2.267
H -10.700 -0.081 0.305
H -10.318 1.560 -0.235
H -8.031 0.986 -0.259
H -8.440 -0.652 0.321
H -9.947 1.947 4.544
H -7.769 1.526 5.752
H -3.063 0.835 5.577

***

# 6
11
Properties=species:S:1:pos:R:3 method="wB97M-V/def2-TZVPD" smiles=Cc1nonc1S total_charge=0 gap_ha=0.3496 e_tot_ha=-699.53754 de_lowest_kcal_mol=84.5 lumo_energy_ev=-0.1
C 0.581 1.591 -0.042
C 0.530 0.086 0.000
N 1.598 -0.609 -0.022
O 1.213 -1.948 -0.083
N -0.171 -2.067 -0.116
C -0.614 -0.834 -0.099
S -2.264 -0.385 -0.109
H 1.644 1.686 0.069
H 0.350 2.127 -1.057
H -0.093 2.009 0.728
H -2.774 -1.656 0.731

***

# 7
16
Properties=species:S:1:pos:R:3 method="wB97M-V/def2-TZVPD" smiles=CC.CC total_charge=0 gap_ha=0.4479 e_tot_ha=-159.52700 de_lowest_kcal_mol=36.4 lumo_energy_ev=1.1
C 0.639 1.515 1.556
C -0.493 1.671 2.698
H 0.909 2.504 1.024
H 1.631 1.231 1.901
H 0.464 0.580 0.898
H -1.498 1.596 2.195
H -0.689 2.731 2.997
H -0.331 0.911 3.465
C -0.628 -1.185 -1.758
C 0.452 -2.076 -2.492
H -0.445 -1.174 -0.721
H -0.454 0.049 -1.944
H -1.593 -1.354 -2.094
H 0.145 -2.126 -3.514
H 0.688 -3.006 -1.929
H 1.351 -1.492 -2.307

***

# 8
12
Properties=species:S:1:pos:R:3 method="wB97M-V/def2-TZVPD" smiles="C=CC(=S)CO" total_charge=0 gap_ha=0.3021 e_tot_ha=-629.38723 de_lowest_kcal_mol=37.6 lumo_energy_ev=-0.9
C 1.874 -0.185 -0.030
C 0.864 -1.020 -0.166
C -0.543 -0.665 -0.089
S -1.750 -1.733 -0.017
C -0.766 0.831 0.072
O -2.071 1.264 -0.257
H 1.754 0.850 0.221
H 2.876 -0.490 -0.119
H 1.069 -2.042 -0.383
H -0.059 1.369 -0.559
H -0.541 1.130 1.095
H -2.709 0.691 0.230

***

# 9
94
Properties=species:S:1:pos:R:3 method="wB97M-V/def2-TZVPD" total_charge=+2 gap_ha=0.3386 e_tot_ha=-5420.48240 de_lowest_kcal_mol=0.0 lumo_energy_ev=-4.6
Ga -0.733 -0.382 -0.226
O 3.382 -1.437 0.346
S 2.178 -0.845 0.838
O 1.524 -1.456 1.974
O 1.181 -0.723 -0.308
C 2.520 0.835 1.287
C 3.849 1.222 1.319
C 4.181 2.523 1.677
C 3.182 3.427 1.988
C 1.849 3.034 1.961
C 1.495 1.731 1.625
P -0.265 1.255 1.658
C -0.590 0.548 3.297
C 0.427 0.235 4.191
C 0.116 -0.313 5.428
C -1.205 -0.548 5.778
C -2.227 -0.229 4.892
C -1.920 0.317 3.658
C -1.201 2.813 1.663
C -1.563 3.424 2.865
C -2.238 4.635 2.855
C -2.554 5.248 1.651
C -2.187 4.653 0.452
C -1.512 3.442 0.456
H 4.613 0.500 1.064
H 5.219 2.823 1.710
H 3.431 4.444 2.261
H 1.080 3.754 2.210
H 1.461 0.410 3.928
H 0.911 -0.552 6.121
H -1.441 -0.971 6.745
H -3.260 -0.390 5.171
H -2.728 0.610 2.994
H -1.317 2.960 3.811
H -2.513 5.102 3.791
H -3.081 6.193 1.647
H -2.422 5.136 -0.487
H -1.206 2.993 -0.478
N -2.741 0.189 -0.256
C -3.798 -0.656 -0.885
C -4.323 -1.727 0.053
C -3.361 -2.841 0.471
C -2.327 -2.488 1.538
N -1.021 -2.023 1.001
H -3.041 0.435 0.686
H -2.680 1.077 -0.752
H -3.373 -1.096 -1.785
H -4.625 -0.010 -1.183
H -5.176 -2.184 -0.452
H -4.736 -1.252 0.951
H -2.866 -3.268 -0.407
H -3.971 -3.648 0.880
H -2.130 -3.364 2.158
H -2.708 -1.716 2.207
H -0.587 -2.798 0.497
H -0.367 -1.860 1.775
O -1.002 -1.513 -1.873
S -0.999 -2.934 -2.469
C -0.276 -2.738 -4.106
C 1.068 -2.037 -4.285
C 1.219 -0.651 -3.648
C 0.112 0.316 -4.046
S -0.160 1.715 -2.945
O -0.485 1.144 -1.557
C 1.447 2.442 -2.854
C 1.628 3.589 -3.618
C 2.873 4.200 -3.624
C 3.903 3.675 -2.858
C 3.699 2.539 -2.080
C 2.466 1.911 -2.072
C 0.150 -3.944 -1.587
C 1.466 -3.579 -1.309
C 2.252 -4.437 -0.561
C 1.737 -5.650 -0.115
C 0.428 -6.012 -0.403
C -0.378 -5.153 -1.134
H -1.076 -2.244 -4.664
H -0.232 -3.766 -4.478
H 1.215 -1.966 -5.366
H 1.869 -2.679 -3.918
H 2.183 -0.242 -3.952
H 1.245 -0.746 -2.565
H -0.872 -0.154 -4.072
H 0.282 0.780 -5.022
H 0.809 4.001 -4.195
H 3.033 5.090 -4.217
H 4.872 4.156 -2.861
H 4.507 2.139 -1.483
H 2.291 1.030 -1.472
H 1.866 -2.630 -1.632
H 3.266 -4.149 -0.319
H 2.362 -6.316 0.465
H 0.033 -6.957 -0.055
H -1.405 -5.419 -1.359

***

# 10
56
Properties=species:S:1:pos:R:3 method="wB97M-V/def2-TZVPD" smiles="CC(C)C(=O)N(C)CC(=O)N1C[C@H](CNC(=O)c2cnoc2C2CC2)[C@H]2C[C@H]21" total_charge=0 gap_ha=0.3473 e_tot_ha=-1298.85351 de_lowest_kcal_mol=81.2 lumo_energy_ev=0.4
C 3.614 -1.392 -5.655
C 3.459 -1.826 -4.204
C 4.824 -2.013 -3.532
C 2.698 -3.146 -4.137
O 2.743 -3.942 -5.057
N 2.039 -3.445 -2.968
C 1.188 -4.622 -2.951
C 1.750 -2.454 -1.968
C 0.622 -1.507 -2.386
O 0.177 -1.499 -3.519
N 0.182 -0.667 -1.417
C -0.972 0.203 -1.623
C -1.634 0.309 -0.237
C -2.138 1.723 0.029
N -2.851 1.846 1.286
C -2.273 2.355 2.407
O -1.108 2.725 2.430
C -3.146 2.431 3.594
C -4.443 1.891 3.826
N -4.885 2.159 5.015
O -3.876 2.902 5.620
C -2.853 3.052 4.775
C -1.693 3.808 5.240
C -1.907 4.979 6.174
C -1.300 3.723 6.698
C -0.547 -0.117 0.750
C -0.240 -1.584 0.869
C 0.582 -0.704 -0.034
H 2.641 -1.250 -6.123
H 4.166 -0.451 -5.704
H 4.153 -2.148 -6.223
H 2.900 -1.052 -3.678
H 4.733 -2.317 -2.487
H 5.391 -2.785 -4.055
H 5.396 -1.085 -3.570
H 1.572 -5.343 -3.665
H 1.194 -5.060 -1.952
H 0.161 -4.367 -3.229
H 1.467 -2.963 -1.044
H 2.635 -1.862 -1.725
H -0.646 1.189 -1.971
H -1.617 -0.222 -2.389
H -2.482 -0.381 -0.177
H -1.296 2.415 0.064
H -2.799 2.040 -0.780
H -3.824 1.599 1.312
H -5.072 1.303 3.175
H -0.908 3.874 4.505
H -1.272 5.839 6.022
H -2.927 5.198 6.457
H -1.911 3.099 7.335
H -0.241 3.708 6.912
H -0.342 0.529 1.592
H 0.213 -1.930 1.789
H -0.912 -2.285 0.389
H 1.615 -0.481 0.197

***

# 11
42
Properties=species:S:1:pos:R:3 method="wB97M-V/def2-TZVPD" total_charge=+3 gap_ha=0.2658 e_tot_ha=-2181.34899 lumo_energy_ev=-10.5
Sc -1.436 1.084 0.690
O 5.354 -0.210 -0.414
C 4.953 1.129 -0.354
C 3.470 1.167 -0.149
C 2.786 2.379 -0.047
C 1.430 2.362 0.155
N 0.710 1.219 0.254
C 1.371 0.037 0.135
C 2.735 -0.013 -0.057
C 0.533 -1.182 0.208
C 1.044 -2.441 0.010
C 0.206 -3.558 0.064
C 0.786 -4.924 -0.149
O 1.815 -4.797 -1.097
C -1.146 -3.345 0.306
C -1.603 -2.060 0.485
N -0.795 -0.975 0.442
H 6.307 -0.269 -0.545
H 5.184 1.680 -1.275
H 5.423 1.673 0.476
H 3.305 3.326 -0.120
H 0.885 3.292 0.238
H 3.265 -0.949 -0.140
H 2.088 -2.598 -0.216
H 0.001 -5.620 -0.456
H 1.171 -5.266 0.823
H 2.203 -5.661 -1.279
H -1.848 -4.167 0.346
H -2.653 -1.876 0.659
N -2.679 1.817 -1.159
N -4.050 2.028 -0.884
C -4.639 1.461 0.181
N -5.926 1.638 0.368
S -3.766 0.494 1.313
H -2.305 2.709 -1.491
H -2.598 1.162 -1.942
H -4.598 2.479 -1.608
H -6.514 2.166 -0.265
H -6.380 1.221 1.170
N -1.366 4.505 1.789
C -1.350 3.420 1.421
H -1.376 5.464 2.113

***

# 12
16
Properties=species:S:1:pos:R:3 method="wB97M-V/def2-TZVPD" total_charge=0 gap_ha=0.3701 e_tot_ha=-325.13395 de_lowest_kcal_mol=28.9 lumo_energy_ev=0.4
H 0.177 -0.772 0.506
O 0.649 -1.423 -0.298
N -0.408 0.253 1.173
H 0.024 -2.176 -0.370
H -0.478 1.087 0.589
H 0.178 0.646 1.913
C -1.784 0.072 1.756
H -1.708 -0.578 2.626
H -2.206 1.018 2.053
H -2.320 -0.461 0.963
O 3.231 -1.030 -1.509
H 2.831 -0.324 -0.982
H 2.554 -1.713 -1.628
O -1.696 2.111 -0.867
H -1.583 1.379 -1.507
H -1.219 2.707 -1.469